Entry 1:
Formula: C69H159N5O13
Source: OMol25
Level of theory: ωB97M-V/def2-TZVPD

Computed properties:
Largest force on an atom   0.0677 hartree/bohr
HOMO-LUMO gap   8.51 eV
Multiplicity   1
LUMO level   0.23 eV
Energy   -108192.0700 eV
HOMO level   -8.28 eV
Molecular weight   1267.05 g mol⁻¹

```
246
C69H159N5O13 | OMol25 | ωB97M-V/def2-TZVPD
C -1.573 -0.848 -6.550
C -1.640 -2.218 -5.775
C -3.028 -2.737 -5.573
O -0.844 -3.241 -6.338
H -1.667 -0.008 -5.876
H -2.410 -0.818 -7.241
H -0.631 -0.760 -7.087
H -1.252 -2.109 -4.770
H -3.001 -3.682 -5.059
H -3.462 -2.932 -6.579
H -3.676 -2.004 -5.062
H -1.318 -3.647 -7.070
C -0.223 -3.479 1.474
C -0.009 -4.621 2.461
C -1.300 -5.050 3.149
O 0.655 -5.678 1.752
H -0.543 -2.627 2.098
H -1.070 -3.821 0.809
H 0.593 -3.246 0.822
H 0.674 -4.131 3.245
H -1.117 -5.823 3.892
H -1.953 -5.498 2.403
H -1.889 -4.206 3.512
H 0.635 -6.442 2.346
C 1.879 6.338 -0.086
C 2.820 5.097 -0.042
C 2.050 3.837 0.433
O 3.338 5.028 -1.311
H 2.070 6.990 -0.925
H 1.731 6.937 0.816
H 0.806 6.025 -0.260
H 3.626 5.304 0.668
H 1.497 3.895 1.396
H 2.815 2.999 0.491
H 1.375 3.560 -0.373
H 3.974 4.282 -1.277
C -0.997 -5.030 -1.416
C 0.343 -5.150 -2.046
C 0.343 -4.660 -3.508
O 1.229 -4.290 -1.269
H -1.344 -4.018 -1.258
H -1.009 -5.617 -0.501
H -1.758 -5.551 -2.068
H 0.702 -6.256 -1.981
H 0.009 -3.617 -3.500
H -0.379 -5.184 -4.168
H 1.378 -4.626 -3.975
H 1.383 -4.782 -0.455
C -4.110 3.071 -5.050
C -3.846 2.586 -6.513
C -5.146 2.342 -7.170
O -3.058 3.662 -7.083
H -4.374 2.204 -4.512
H -4.922 3.716 -5.031
H -3.235 3.494 -4.500
H -3.290 1.659 -6.461
H -5.228 2.055 -8.231
H -5.889 3.139 -6.943
H -5.568 1.488 -6.639
H -2.903 3.465 -8.002
C 6.351 0.346 -0.381
C 5.288 1.430 0.035
C 5.890 2.479 0.950
O 4.767 2.161 -1.072
H 5.915 -0.343 -1.060
H 6.575 -0.229 0.469
H 7.207 0.802 -0.899
H 4.459 0.905 0.544
H 6.575 2.022 1.704
H 5.203 3.116 1.548
H 6.475 3.172 0.350
H 4.097 1.601 -1.546
C 2.183 -0.658 -9.233
C 2.418 0.181 -8.028
C 3.548 -0.360 -7.157
O 2.681 1.419 -8.670
H 1.686 -1.556 -8.993
H 3.113 -0.946 -9.717
H 1.627 -0.059 -9.979
H 1.506 0.100 -7.428
H 3.527 -1.496 -7.092
H 3.570 0.017 -6.105
H 4.558 -0.217 -7.648
H 3.130 2.062 -8.066
C 5.105 -1.916 -3.478
C 4.299 -2.902 -2.601
C 5.039 -3.433 -1.387
O 3.095 -2.296 -2.285
H 6.063 -2.337 -3.643
H 5.162 -0.939 -3.016
H 4.579 -1.820 -4.418
H 4.102 -3.845 -3.210
H 5.451 -2.662 -0.704
H 5.722 -4.209 -1.696
H 4.313 -3.935 -0.716
H 2.453 -2.856 -1.840
C 1.019 0.017 -4.215
C 1.315 1.282 -3.320
C 0.228 2.334 -3.393
C -0.971 2.009 -2.506
C -0.534 1.514 -1.131
C 0.490 0.433 -1.189
N 1.623 0.995 -1.933
O 2.840 0.336 -1.718
C 1.004 0.289 0.291
C -0.067 -0.905 -1.582
C 2.663 1.839 -3.954
H 1.289 0.223 -5.247
H -0.064 -0.238 -4.206
H 1.668 -0.795 -3.934
H 0.659 3.281 -3.075
H -0.141 2.450 -4.425
H -1.638 1.405 -3.054
H -1.531 2.940 -2.437
H -1.398 1.147 -0.554
H -0.228 2.398 -0.623
H 1.569 1.163 0.552
H 0.098 0.310 0.896
H 1.670 -0.537 0.541
H -0.836 -0.811 -2.329
H 0.685 -1.599 -1.979
H -0.525 -1.395 -0.706
H 2.556 2.217 -4.936
H 3.387 1.022 -4.028
H 3.175 2.666 -3.318
H 2.855 -0.586 -1.935
C -1.390 0.893 3.828
C -0.333 1.111 4.834
C -0.761 1.994 6.061
C -1.858 1.312 6.889
C -1.332 -0.013 7.379
C -0.841 -0.973 6.288
N 0.151 -0.189 5.461
O 0.709 -1.030 4.501
C -0.056 -2.102 6.987
C -2.057 -1.540 5.511
C 0.886 1.737 4.145
H -0.998 0.271 2.980
H -1.590 1.869 3.293
H -2.323 0.466 4.149
H 0.050 2.126 6.793
H -1.028 3.008 5.672
H -2.695 1.140 6.283
H -2.096 1.957 7.766
H -2.182 -0.417 7.965
H -0.537 0.175 8.060
H -0.708 -2.748 7.618
H 0.528 -2.662 6.277
H 0.592 -1.635 7.741
H -1.707 -1.707 4.486
H -2.477 -2.443 5.914
H -2.822 -0.738 5.471
H 1.451 1.020 3.550
H 1.584 2.126 4.900
H 0.559 2.591 3.544
H 1.618 -1.191 4.762
C -8.009 0.036 0.262
C -6.526 -0.106 -0.107
C -5.690 -0.034 1.201
C -4.297 -0.504 1.040
C -4.234 -1.945 0.508
C -4.957 -2.071 -0.797
N -6.324 -1.481 -0.626
O -6.969 -1.566 -1.874
C -4.144 -1.443 -1.978
C -5.179 -3.572 -1.124
C -6.128 0.989 -1.199
H -8.246 -0.738 1.096
H -8.561 -0.251 -0.604
H -8.293 1.037 0.501
H -5.790 0.995 1.499
H -6.183 -0.695 1.970
H -3.848 -0.459 2.027
H -3.654 0.184 0.484
H -4.587 -2.653 1.284
H -3.210 -2.151 0.290
H -3.763 -0.432 -1.800
H -3.319 -2.030 -2.306
H -4.793 -1.252 -2.855
H -5.983 -3.780 -1.845
H -4.276 -4.036 -1.549
H -5.459 -4.065 -0.181
H -6.692 0.759 -2.113
H -5.046 0.954 -1.401
H -6.274 2.017 -0.850
H -7.803 -2.058 -1.773
C 4.856 -5.084 5.615
C 5.362 -3.634 5.444
C 6.794 -3.548 4.851
C 6.864 -3.958 3.404
C 5.914 -3.165 2.579
C 4.462 -3.232 3.028
N 4.516 -2.872 4.501
O 3.147 -2.822 4.951
C 3.856 -1.971 2.300
C 3.764 -4.553 2.594
C 5.488 -2.863 6.789
H 4.903 -5.631 4.650
H 3.860 -5.070 6.074
H 5.500 -5.615 6.308
H 7.079 -2.503 4.930
H 7.484 -4.163 5.497
H 6.649 -5.016 3.421
H 7.896 -3.770 3.093
H 5.986 -3.455 1.482
H 6.210 -2.141 2.675
H 4.197 -1.007 2.767
H 4.049 -2.018 1.221
H 2.707 -1.961 2.328
H 3.385 -4.413 1.592
H 4.495 -5.343 2.626
H 2.866 -4.828 3.213
H 6.040 -1.956 6.667
H 6.023 -3.505 7.457
H 4.435 -2.746 7.129
H 2.782 -3.752 4.905
C -3.673 6.883 3.887
C -2.945 6.892 2.472
C -1.471 6.625 2.596
C -1.142 5.185 2.768
C -1.708 4.397 1.628
C -3.229 4.551 1.444
N -3.562 5.991 1.491
O -4.959 6.139 1.498
C -3.663 3.951 0.097
C -3.839 3.699 2.636
C -3.021 8.340 1.938
H -3.351 7.738 4.375
H -3.453 5.997 4.432
H -4.754 6.959 3.722
H -0.987 7.041 1.688
H -1.181 7.289 3.420
H -1.444 4.921 3.778
H -0.055 5.014 2.778
H -1.517 3.332 1.850
H -1.105 4.543 0.715
H -3.168 4.292 -0.799
H -3.508 2.868 0.170
H -4.752 4.028 0.068
H -4.935 3.810 2.621
H -3.589 2.611 2.414
H -3.470 3.903 3.652
H -2.467 8.318 1.000
H -2.444 8.976 2.581
H -4.041 8.673 1.724
H -5.085 6.603 0.655
```


Entry 2:
Formula: C8H7N4O3
Source: OMol25
Level of theory: ωB97M-V/def2-TZVPD

Computed properties:
Largest force on an atom   0.0297 hartree/bohr
HOMO-LUMO gap   7.64 eV
Multiplicity   1
LUMO level   3.30 eV
Total charge   -1
Energy   -20511.9018 eV
HOMO level   -4.33 eV
Molecular weight   207.17 g mol⁻¹

```
22
C8H7N4O3 | OMol25 | ωB97M-V/def2-TZVPD
C 0.970 -2.026 -0.995
C 0.427 -0.827 -0.508
C 0.956 0.201 -1.312
C -1.944 1.055 -0.073
C 0.989 3.357 0.644
C -0.165 0.672 1.378
C -0.507 -0.626 0.639
C -0.056 2.531 -0.160
N 1.779 -1.802 -2.016
N 1.746 -0.454 -2.174
N -1.872 -0.276 0.201
N -0.805 1.653 0.514
O 0.359 4.402 0.862
O -2.817 1.637 -0.671
O 2.080 2.943 0.968
H 0.808 -3.030 -0.639
H -0.623 0.710 2.373
H 0.904 0.867 1.437
H -0.556 -1.503 1.293
H -0.558 3.040 -0.970
H 2.318 -0.041 -2.893
H -2.387 -0.909 -0.390
```


Entry 3:
Formula: C5H6F2O
Source: OMol25
Level of theory: ωB97M-V/def2-TZVPD

Computed properties:
SMILES   C=C=C(F)F.CC=O
Largest force on an atom   0.0688 hartree/bohr
HOMO-LUMO gap   10.33 eV
Multiplicity   1
LUMO level   0.81 eV
Energy   -12761.1841 eV
HOMO level   -9.53 eV
Molecular weight   120.10 g mol⁻¹

```
14
C5H6F2O | OMol25 | ωB97M-V/def2-TZVPD
C -2.185 0.678 1.058
C -1.148 1.392 0.742
C -0.613 2.505 0.330
F 0.591 3.034 0.606
F -1.117 3.175 -0.726
H -2.439 -0.282 0.716
H -2.927 1.062 1.678
C 2.047 -1.801 -0.878
C 0.624 -1.392 -0.328
O 0.307 -1.056 0.802
H 2.091 -2.978 -0.774
H 2.887 -1.336 -0.289
H 2.079 -1.452 -1.864
H -0.197 -1.549 -1.073
```


Entry 4:
Formula: C6H10O
Source: OMol25
Level of theory: ωB97M-V/def2-TZVPD

Computed properties:
SMILES   C=CCCC(C)=O
Largest force on an atom   0.0230 hartree/bohr
HOMO-LUMO gap   9.62 eV
Multiplicity   1
LUMO level   0.95 eV
Energy   -8429.9337 eV
HOMO level   -8.66 eV
Molecular weight   98.14 g mol⁻¹

```
17
C6H10O | OMol25 | ωB97M-V/def2-TZVPD
C -0.573 -1.722 0.640
C -1.204 -1.181 -0.404
C -1.671 0.255 -0.257
C -0.425 1.026 0.227
C 0.782 0.345 -0.422
C 2.165 0.661 0.043
O 0.644 -0.275 -1.456
H -0.730 -1.284 1.621
H 0.061 -2.599 0.579
H -1.277 -1.664 -1.374
H -2.479 0.278 0.478
H -2.048 0.691 -1.189
H -0.371 2.061 -0.142
H -0.374 1.093 1.323
H 2.320 1.685 -0.313
H 2.855 -0.005 -0.477
H 2.324 0.634 1.123
```


Question: Which formula does entry 3 have?
Answer: C5H6F2O